Record 1
Below is a molecular structure, C63H48FGeN3O3P3PdS, with properties calculated with ωB97M-V with the def2-TZVPD basis set.

Geometry (Å):
1 Pd -0.25 -0.10 -0.58
2 F 0.51 -0.36 -5.44
3 Ge 0.28 -0.25 -3.67
4 C -1.21 -1.59 -3.64
5 C -1.36 -2.24 -4.88
6 C -2.28 -3.25 -5.08
7 C -3.08 -3.68 -4.04
8 C -2.96 -3.07 -2.81
9 C -2.06 -2.02 -2.61
10 P -2.01 -1.44 -0.90
11 C -1.41 -2.89 -0.02
12 C -0.09 -3.26 -0.30
13 C 0.52 -4.27 0.43
14 C -0.19 -4.91 1.44
15 C -1.51 -4.57 1.70
16 C -2.13 -3.55 0.98
17 C -3.65 -1.05 -0.27
18 C -3.72 -0.68 1.07
19 C -4.95 -0.38 1.64
20 C -6.10 -0.44 0.88
21 C -6.04 -0.81 -0.46
22 C -4.81 -1.11 -1.04
23 C 0.07 1.71 -3.69
24 C 0.64 2.35 -4.80
25 C 0.54 3.72 -4.95
26 C -0.16 4.49 -4.03
27 C -0.74 3.88 -2.94
28 C -0.58 2.50 -2.75
29 P -1.41 1.69 -1.38
30 C -3.13 1.65 -1.97
31 C -3.37 1.07 -3.21
32 C -4.63 1.11 -3.77
33 C -5.67 1.74 -3.11
34 C -5.43 2.34 -1.88
35 C -4.17 2.31 -1.31
36 C -1.37 2.74 0.09
37 C -2.24 2.48 1.15
38 C -2.17 3.25 2.31
39 C -1.22 4.25 2.42
40 C -0.33 4.48 1.39
41 C -0.40 3.73 0.22
42 C 2.16 -0.63 -3.25
43 C 2.87 -1.26 -4.28
44 C 4.25 -1.23 -4.31
45 C 4.96 -0.52 -3.34
46 C 4.27 0.08 -2.30
47 C 2.88 0.00 -2.23
48 P 2.12 0.39 -0.63
49 C 2.87 -0.94 0.39
50 C 2.95 -0.85 1.78
51 C 3.50 -1.88 2.53
52 C 3.98 -3.02 1.90
53 C 3.91 -3.12 0.52
54 C 3.36 -2.10 -0.23
55 C 2.84 2.00 -0.19
56 C 3.56 2.27 0.97
57 C 4.07 3.54 1.18
58 C 3.88 4.55 0.25
59 C 3.18 4.27 -0.93
60 C 2.67 3.01 -1.15
61 H -0.73 -1.94 -5.71
62 H -2.35 -3.71 -6.06
63 H -3.79 -4.49 -4.18
64 H -3.56 -3.42 -1.98
65 H 0.46 -2.78 -1.11
66 H 1.54 -4.54 0.23
67 H 0.29 -5.68 2.03
68 H -2.06 -5.09 2.47
69 H -3.15 -3.27 1.20
70 H -2.82 -0.62 1.67
71 H -5.00 -0.10 2.69
72 H -7.06 -0.22 1.33
73 H -6.94 -0.86 -1.05
74 H -4.77 -1.38 -2.08
75 H 1.15 1.76 -5.55
76 H 1.00 4.20 -5.81
77 H -0.27 5.56 -4.18
78 H -1.31 4.47 -2.23
79 H -2.57 0.60 -3.77
80 H -4.80 0.65 -4.74
81 H -6.66 1.78 -3.55
82 H -6.23 2.86 -1.36
83 H -4.01 2.81 -0.37
84 H -2.96 1.68 1.09
85 H -2.86 3.05 3.12
86 H -1.17 4.85 3.33
87 H 0.43 5.25 1.48
88 H 0.31 3.93 -0.57
89 H 2.34 -1.74 -5.08
90 H 4.78 -1.73 -5.11
91 H 6.03 -0.46 -3.38
92 H 4.82 0.57 -1.51
93 H 2.57 0.01 2.30
94 H 3.53 -1.81 3.61
95 H 4.41 -3.82 2.50
96 H 4.29 -4.00 0.02
97 H 3.32 -2.21 -1.31
98 H 3.75 1.50 1.70
99 H 4.63 3.75 2.09
100 H 4.29 5.53 0.42
101 H 3.05 5.04 -1.68
102 H 2.14 2.80 -2.07
103 O 2.85 -4.17 8.19
104 S 3.37 -3.65 6.95
105 O 2.82 -4.24 5.75
106 O 4.80 -3.42 6.90
107 C 2.73 -1.94 6.91
108 N 3.07 -1.07 7.86
109 C 2.64 0.17 7.71
110 C 1.89 0.60 6.62
111 C 1.57 -0.39 5.71
112 N 1.98 -1.64 5.87
113 C 0.86 -0.21 4.41
114 C 0.72 1.00 3.74
115 C 0.28 0.98 2.43
116 N -0.08 -0.14 1.78
117 C -0.03 -1.28 2.48
118 C 0.43 -1.36 3.76
119 H 2.93 0.87 8.49
120 H 1.57 1.63 6.52
121 H 1.04 1.93 4.17
122 H 0.27 1.90 1.85
123 H -0.31 -2.18 1.95
124 H 0.54 -2.32 4.26

Results
Net charge: +1
Relative energy (zero: lowest compared OMol25 entry of this formula, charge and spin): 0.0 kJ/mol
HOMO-LUMO gap: 4.0 eV
Highest occupied orbital energy: -8.87 eV

Record 2
Below is a molecular structure, CH3IOS2 in a non-equilibrium geometry, with properties calculated with ωB97M-V with the def2-TZVPD basis set.

Geometry (Å):
1 C 0.22 0.39 -0.87
2 O -1.23 -2.07 0.27
3 S 1.78 -0.54 1.51
4 S 0.11 -0.39 0.72
5 I -1.45 1.24 1.74
6 H 0.91 1.11 -0.80
7 H 0.51 -0.44 -1.47
8 H -0.85 0.72 -1.09

Results
Net charge: 0
Relative energy (zero: lowest compared OMol25 entry of this formula, charge and spin): 483.3 kJ/mol
HOMO-LUMO gap (alpha / beta): 7.5 / 7.5 eV
Highest occupied orbital energy (alpha / beta): -9.81 / -9.80 eV